Computed, not measured: 4 unconnected molecules or ions with the total composition C30H32F24O5, with wB97M-V/def2-TZVPD.

Structure (ORCA input):
```
! wB97M-V def2-TZVPD RIJCOSX def2/J DEFGRID3
* xyz 0 1
C 1.146 -3.500 1.853
C 0.255 -2.633 2.752
C -1.172 -2.458 2.232
C -1.905 -3.824 2.275
C -2.030 -1.431 3.007
C -3.378 -1.283 2.282
O -3.163 -0.285 1.269
C -2.228 0.599 1.713
O -2.014 1.620 1.137
C -1.638 0.081 3.002
C -0.262 0.606 3.440
C 0.807 0.853 2.391
C 1.901 1.640 2.749
C 2.943 1.880 1.860
C 2.902 1.330 0.579
C 1.821 0.543 0.209
C 0.785 0.304 1.107
H 0.614 -4.376 1.474
H 1.501 -2.928 0.993
H 2.014 -3.853 2.412
H 0.207 -3.081 3.754
H 0.763 -1.683 2.859
H -1.151 -2.132 1.186
H -2.607 -3.845 3.118
H -2.483 -4.024 1.374
H -1.213 -4.649 2.440
H -2.183 -1.745 4.043
H -4.169 -0.938 2.960
H -3.741 -2.193 1.806
H -2.330 0.526 3.738
H 0.140 -0.098 4.175
H -0.419 1.539 3.986
H 1.939 2.078 3.742
H 3.780 2.497 2.170
H 3.706 1.525 -0.120
H 1.782 0.127 -0.792
H -0.040 -0.321 0.791
F 4.363 7.785 -0.294
C 3.816 8.754 0.465
F 4.177 9.952 -0.046
C 4.314 8.675 1.913
F 5.611 9.031 1.982
F 3.580 9.623 2.573
C 4.074 7.375 2.687
O 5.122 6.428 2.726
C 5.271 5.468 1.771
F 4.220 5.410 0.939
F 5.338 4.273 2.415
C 6.599 5.591 1.007
F 6.762 6.833 0.518
F 6.581 4.717 -0.023
H 2.727 8.668 0.435
H 3.973 7.696 3.723
H 3.128 6.918 2.394
H 7.429 5.351 1.674
F -2.341 -8.152 -2.816
C -2.037 -8.077 -4.127
F -1.797 -9.325 -4.582
C -0.785 -7.224 -4.360
F 0.310 -7.865 -3.911
F -0.691 -7.132 -5.723
C -0.799 -5.775 -3.863
O -0.222 -5.506 -2.601
C -0.928 -5.585 -1.439
F -2.246 -5.743 -1.649
F -0.767 -4.403 -0.794
C -0.370 -6.654 -0.484
F -0.260 -7.843 -1.101
F -1.222 -6.784 0.558
H -2.886 -7.657 -4.673
H -0.154 -5.245 -4.562
H -1.797 -5.344 -3.951
H 0.609 -6.341 -0.118
F -2.475 3.163 -2.820
C -1.735 2.384 -1.999
F -0.429 2.678 -2.201
C -1.950 0.903 -2.316
F -1.418 0.591 -3.519
F -1.233 0.235 -1.365
C -3.374 0.351 -2.196
O -4.155 0.270 -3.376
C -4.925 1.302 -3.816
F -5.009 2.299 -2.921
F -6.180 0.814 -3.994
C -4.490 1.813 -5.200
F -3.177 2.103 -5.223
F -5.187 2.937 -5.482
H -1.994 2.588 -0.958
H -3.235 -0.689 -1.906
H -3.909 0.843 -1.384
H -4.707 1.053 -5.953
*
```

Output
DFT total energy = -107087.0820 eV
Kohn-Sham gap = 0.345 Ha
HOMO level = -9.067 eV
maximum force = 0.69 eV/A

Here are the Mulliken charges for atoms 1 to 6, given in e:
1 C -0.9147
2 C -0.7299
3 C 1.8810
4 C -1.8602
5 C -0.4548
6 C -0.9443